DFT (the ωB97M-V functional and the def2-TZVPD basis) results for C41H47IN6O2RhSSb as an isolated structure.

The geometry in ORCA input format:
```
! RIJCOSX wB97M-V def2-TZVPD def2/J DEFGRID3
* xyz 2 1
Rh -1.0861 0.5477 0.1769
C 1.0996 1.7835 3.8640
N -0.2080 1.5696 3.2805
C -0.6011 2.5212 2.2746
C -0.8452 0.3751 3.3211
N -1.5879 0.0189 2.2796
C -2.7037 -0.7648 2.3132
C -3.5486 -0.8587 3.4281
C -4.6825 -1.6387 3.3934
C -5.0081 -2.3552 2.2373
C -4.2177 -2.2618 1.1164
C -3.0654 -1.4567 1.1138
N -2.3435 -1.2340 -0.0160
C -2.1709 -2.1367 -0.9886
N -1.9199 -3.4340 -0.6864
C -1.3721 -3.7919 0.6016
C -2.3936 -4.5409 -1.4908
N -2.1634 -1.7217 -2.2639
C -2.5951 -0.3708 -2.5560
C -1.4296 -2.3862 -3.3209
N -0.6189 -0.4279 4.3907
C -0.5037 0.1013 5.7348
C -0.8005 -1.8572 4.3341
H 1.7899 2.1082 3.0826
H 1.4777 0.8625 4.2971
H 1.0650 2.5580 4.6321
H -0.0401 3.4415 2.4048
H -1.6684 2.7268 2.3471
H -0.3988 2.1095 1.2393
H -3.3254 -0.2604 4.2974
H -5.3374 -1.6776 4.2505
H -5.9124 -2.9422 2.2133
H -4.5052 -2.7615 0.2026
H -0.7501 -2.9709 0.9558
H -0.7487 -4.6760 0.4748
H -2.1483 -4.0148 1.3394
H -3.0521 -4.1877 -2.2766
H -2.9589 -5.2281 -0.8589
H -1.5688 -5.0998 -1.9353
H -3.4473 -0.1002 -1.9295
H -2.8841 -0.3039 -3.6035
H -1.7745 0.3400 -2.3646
H -0.7174 -3.0974 -2.9098
H -0.8789 -1.6351 -3.8880
H -2.1020 -2.9008 -4.0108
H -0.5902 1.1819 5.7359
H 0.4436 -0.1852 6.1935
H -1.3148 -0.3026 6.3457
H -0.7429 -2.2034 3.3060
H -1.7615 -2.1654 4.7558
H 0.0006 -2.3267 4.9067
S 0.8000 -0.8579 -0.3927
Sb 2.9240 -0.4280 -1.2902
C 2.9280 1.2077 -2.6951
C 3.1406 1.0487 -4.0519
C 3.1666 2.1699 -4.8661
C 2.9718 3.4298 -4.3284
C 2.7434 3.5757 -2.9703
C 2.7222 2.4632 -2.1482
C 3.6640 -2.3361 -1.9494
C 3.8566 -2.6213 -3.2889
C 4.3580 -3.8593 -3.6537
C 4.6498 -4.8052 -2.6859
C 4.4501 -4.5125 -1.3461
C 3.9590 -3.2739 -0.9728
C 4.1830 0.2163 0.3183
C 5.5002 0.5212 0.0221
C 6.3338 0.9820 1.0258
C 5.8486 1.1378 2.3136
C 4.5351 0.8136 2.6074
C 3.6968 0.3490 1.6070
H 3.2968 0.0725 -4.4861
H 3.3479 2.0584 -5.9227
H 3.0037 4.3002 -4.9645
H 2.5959 4.5554 -2.5455
H 2.5557 2.5670 -1.0825
H 3.6269 -1.8944 -4.0536
H 4.5144 -4.0809 -4.6980
H 5.0363 -5.7693 -2.9769
H 4.6803 -5.2467 -0.5894
H 3.8168 -3.0357 0.0734
H 5.8706 0.3962 -0.9856
H 7.3608 1.2196 0.8005
H 6.4964 1.5122 3.0895
H 4.1711 0.9255 3.6175
H 2.6681 0.0861 1.8199
I -5.6484 7.8390 -2.6046
C -4.5565 6.1402 -1.9799
C -3.1724 6.1293 -2.0874
C -2.4670 5.0056 -1.6979
C -3.1449 3.9033 -1.1804
C -4.5323 3.9413 -1.0537
C -5.2416 5.0518 -1.4600
C -2.4312 2.6756 -0.7240
O -2.9824 1.9258 0.1153
O -1.2815 2.3957 -1.1668
H -2.6538 6.9963 -2.4652
H -1.3908 4.9867 -1.7855
H -5.0424 3.0864 -0.6378
H -6.3137 5.0674 -1.3626
*
```

Output
- LUMO (spin up / spin down): -7.186 / -7.189 eV
- Orbital gap (spin up / spin down): 5.0 / 5.0 eV
- F_max: 3.82 eV/A